Molecular formula: C43H116N8O15
Method: DFT, the ωB97M-V functional and the def2-TZVPD basis

Last columns: bonded neighbours and bond lengths (Å).
Geometry (Å):
1 C -1.34228 -5.63846 -4.22426  O2 1.464, H10 1.090, H11 1.090, H12 1.090
2 O -0.95545 -5.80091 -2.82216  C1 1.464, C3 1.451
3 C -1.22234 -4.61402 -2.03074  O2 1.451, C4 1.550, H13 1.090, H14 1.090
4 C -0.44667 -4.66169 -0.68939  C3 1.550, N5 1.516, H15 1.090, H16 1.090
5 N 1.04059 -4.86852 -0.89681  C4 1.516, C6 1.441, H17 1.010
6 C 1.60000 -4.99341 0.42524  N5 1.441, C7 1.519, H18 1.090, H19 1.090
7 C 3.07168 -5.36635 0.46087  C6 1.519, O8 1.408, H20 1.090, H21 1.090
8 O 3.27433 -6.75941 0.44328  C7 1.408, C9 1.401
9 C 4.59869 -7.21281 0.38220  O8 1.401, H22 1.090, H23 1.090, H24 1.090
10 H -1.21870 -6.55598 -4.79956  C1 1.090
11 H -0.60808 -4.92920 -4.60636  C1 1.090
12 H -2.37695 -5.35097 -4.41112  C1 1.090
13 H -2.29893 -4.47177 -1.93680  C3 1.090
14 H -1.02122 -3.67124 -2.53949  C3 1.090
15 H -0.80149 -5.43728 -0.01068  C4 1.090
16 H -0.62572 -3.72886 -0.15473  C4 1.090
17 H 1.17126 -5.74977 -1.37266  N5 1.010
18 H 1.04530 -5.76573 0.95811  C6 1.090
19 H 1.51911 -4.06554 0.99147  C6 1.090
20 H 3.50554 -4.87816 1.33352  C7 1.090
21 H 3.56622 -5.06307 -0.46194  C7 1.090
22 H 5.18192 -6.69816 -0.38140  C9 1.090
23 H 4.65977 -8.29542 0.27120  C9 1.090
24 H 5.00214 -6.96425 1.36380  C9 1.090
25 C -0.63445 4.27748 -0.13752  O26 1.439, H34 1.090, H35 1.090, H36 1.090
26 O -1.42514 4.82662 -1.20740  C25 1.439, C27 1.419
27 C -2.79430 4.45616 -1.18866  O26 1.419, C28 1.565, H37 1.090, H38 1.090
28 C -3.58390 4.79426 -2.49650  C27 1.565, N29 1.439, H39 1.090, H40 1.090
29 N -2.98334 4.01448 -3.54686  C28 1.439, C30 1.478, H41 1.010
30 C -3.51261 4.32959 -4.89081  N29 1.478, C31 1.533, H42 1.090, H43 1.090
31 C -2.98085 3.24579 -5.83546  C30 1.533, O32 1.478, H44 1.090, H45 1.090
32 O -1.53993 3.37953 -6.13421  C31 1.478, C33 1.395
33 C -1.09950 2.71747 -7.28046  O32 1.395, H46 1.090, H47 1.090, H48 1.090
34 H 0.41412 4.42091 -0.39835  C25 1.090
35 H -0.79226 3.20883 0.00806  C25 1.090
36 H -0.91880 4.83253 0.75643  C25 1.090
37 H -3.28310 4.87772 -0.31032  C27 1.090
38 H -2.95975 3.38548 -1.06887  C27 1.090
39 H -3.50652 5.86708 -2.67301  C28 1.090
40 H -4.62617 4.48000 -2.44135  C28 1.090
41 H -1.97541 4.07895 -3.54970  N29 1.010
42 H -2.95980 5.22770 -5.16627  C30 1.090
43 H -4.58684 4.48301 -4.99372  C30 1.090
44 H -3.47676 3.29582 -6.80483  C31 1.090
45 H -3.23242 2.24920 -5.47269  C31 1.090
46 H -1.29144 1.64450 -7.28198  C33 1.090
47 H -0.01252 2.75731 -7.35102  C33 1.090
48 H -1.58281 3.22816 -8.11335  C33 1.090
49 C -11.49095 -6.06562 -2.63824  O50 1.450, H58 1.090, H59 1.090, H60 1.090
50 O -10.29057 -5.82709 -1.86085  C49 1.450, C51 1.461
51 C -9.16137 -6.33666 -2.63566  O50 1.461, C52 1.531, H61 1.090, H62 1.090
52 C -7.87594 -6.04349 -1.85772  C51 1.531, N53 1.435, H63 1.090, H64 1.090
53 N -7.55814 -4.64534 -1.80404  C52 1.435, C54 1.482, H65 1.010
54 C -6.09858 -4.48256 -1.60543  N53 1.482, C55 1.573, H66 1.090, H67 1.090
55 C -5.61007 -2.99687 -1.43567  C54 1.573, O56 1.429, H68 1.090, H69 1.090
56 O -4.21668 -2.98619 -1.12083  C55 1.429, C57 1.450
57 C -3.63162 -1.68795 -0.84731  O56 1.450, H70 1.090, H71 1.090, H72 1.090
58 H -12.36227 -5.81610 -2.03273  C49 1.090
59 H -11.50922 -7.10377 -2.96994  C49 1.090
60 H -11.45016 -5.39413 -3.49587  C49 1.090
61 H -9.13318 -5.90466 -3.63601  C51 1.090
62 H -9.19608 -7.42404 -2.70268  C51 1.090
63 H -7.11375 -6.55684 -2.44394  C52 1.090
64 H -7.93847 -6.56312 -0.90160  C52 1.090
65 H -7.97995 -4.21472 -0.99365  N53 1.010
66 H -5.57084 -4.96224 -2.42974  C54 1.090
67 H -5.87803 -4.99301 -0.66793  C54 1.090
68 H -6.22597 -2.53159 -0.66606  C55 1.090
69 H -5.74432 -2.44441 -2.36565  C55 1.090
70 H -4.10770 -1.23239 0.02097  C57 1.090
71 H -3.59201 -1.00594 -1.69666  C57 1.090
72 H -2.58557 -1.82672 -0.57414  C57 1.090
73 C 7.00877 7.13271 1.74181  O74 1.429, H82 1.090, H83 1.090, H84 1.090
74 O 6.20404 6.56898 0.70452  C73 1.429, C75 1.440
75 C 6.02390 7.37822 -0.47311  O74 1.440, C76 1.555, H85 1.090, H86 1.090
76 C 5.70518 6.49418 -1.71177  C75 1.555, N77 1.478, H87 1.090, H88 1.090
77 N 4.53444 5.62952 -1.45676  C76 1.478, C78 1.518, H89 1.010
78 C 4.41552 4.59003 -2.55696  N77 1.518, C79 1.546, H90 1.090, H91 1.090
79 C 3.12798 3.75656 -2.36626  C78 1.546, O80 1.400, H92 1.090, H93 1.090
80 O 3.27299 2.79314 -1.36088  C79 1.400, C81 1.429
81 C 2.14828 1.91411 -1.30108  O80 1.429, H94 1.090, H95 1.090, H96 1.090
82 H 8.05802 7.01401 1.47142  C73 1.090
83 H 6.80390 6.51637 2.61717  C73 1.090
84 H 6.74133 8.15615 2.00475  C73 1.090
85 H 6.98053 7.83712 -0.72286  C75 1.090
86 H 5.24910 8.14235 -0.41063  C75 1.090
87 H 6.51338 5.86158 -2.07881  C76 1.090
88 H 5.55790 7.17361 -2.55127  C76 1.090
89 H 4.68853 5.08368 -0.62104  N77 1.010
90 H 5.28880 3.93786 -2.56912  C78 1.090
91 H 4.36396 4.98791 -3.57044  C78 1.090
92 H 2.77191 3.29446 -3.28702  C79 1.090
93 H 2.29515 4.41418 -2.11722  C79 1.090
94 H 1.21342 2.47107 -1.23839  C81 1.090
95 H 2.26880 1.20414 -0.48284  C81 1.090
96 H 2.02770 1.31606 -2.20435  C81 1.090
97 C -0.08792 -0.14506 0.20275  O98 1.433, H99 1.090, H100 1.090, H101 1.090
98 O -0.92840 -0.51082 1.30410  C97 1.433, H102 0.960
99 H 0.94942 -0.38530 0.43586  C97 1.090
100 H -0.23784 -0.80570 -0.65117  C97 1.090
101 H -0.27694 0.91982 0.06704  C97 1.090
102 H -0.54896 0.02462 2.00475  O98 0.960
103 C 2.31174 -2.00697 -2.51403  O104 1.419, H105 1.090, H106 1.090, H107 1.090
104 O 2.75671 -2.62983 -1.31886  C103 1.419, H108 0.960
105 H 3.02704 -1.27597 -2.89098  C103 1.090
106 H 2.04074 -2.73746 -3.27627  C103 1.090
107 H 1.35100 -1.50801 -2.38706  C103 1.090
108 H 2.21481 -3.39043 -1.09654  O104 0.960
109 C -1.24702 1.09470 -3.25408  O110 1.430, H111 1.090, H112 1.090, H113 1.090
110 O -0.75242 -0.24525 -3.32978  C109 1.430, H114 0.960
111 H -2.33383 1.13507 -3.18109  C109 1.090
112 H -0.80817 1.52718 -2.35493  C109 1.090
113 H -1.05880 1.77033 -4.08846  C109 1.090
114 H -0.81935 -0.62244 -4.21005  O110 0.960
115 C 2.12126 0.63280 4.04129  C116 1.557, H121 1.090, H122 1.090, H123 1.090
116 C 1.06282 1.77351 3.99237  C115 1.557, C117 1.541, N120 1.457, H124 1.090
117 C 1.32764 2.87253 2.94502  C116 1.541, O118 1.442, H125 1.090, H126 1.090
118 O 2.63248 3.46568 3.09925  C117 1.442, C119 1.435
119 C 2.89995 4.31773 1.97637  O118 1.435, H127 1.090, H128 1.090, H129 1.090
120 N -0.22207 1.12602 3.76239  C116 1.457, H130 1.010, H131 1.010
121 H 2.04198 0.00000 3.15734  C115 1.090
122 H 2.01512 0.00162 4.92359  C115 1.090
123 H 3.09214 1.12146 4.12307  C115 1.090
124 H 1.13734 2.21434 4.98646  C116 1.090
125 H 0.58091 3.65354 3.08824  C117 1.090
126 H 1.22175 2.44149 1.94949  C117 1.090
127 H 3.77555 4.93312 2.18306  C119 1.090
128 H 2.00595 4.92576 1.83801  C119 1.090
129 H 3.13574 3.79819 1.04762  C119 1.090
130 H -0.40178 0.55738 4.57753  N120 1.010
131 H -0.91779 1.85819 3.76363  N120 1.010
132 C 4.31643 -1.44487 1.41314  C133 1.554, H138 1.090, H139 1.090, H140 1.090
133 C 4.99322 -0.40925 0.47287  C132 1.554, C134 1.560, N137 1.461, H141 1.090
134 C 6.40770 0.07041 0.92158  C133 1.560, O135 1.467, H142 1.090, H143 1.090
135 O 6.36459 0.54552 2.30882  C134 1.467, C136 1.477
136 C 5.71219 1.84013 2.59366  O135 1.477, H144 1.090, H145 1.090, H146 1.090
137 N 5.06777 -1.04747 -0.83893  C133 1.461, H147 1.010, H148 1.010
138 H 3.26500 -1.63233 1.19527  C132 1.090
139 H 4.32312 -1.06177 2.43358  C132 1.090
140 H 4.90368 -2.36063 1.34517  C132 1.090
141 H 4.27921 0.41370 0.50529  C133 1.090
142 H 6.73983 0.86323 0.25133  C134 1.090
143 H 7.11208 -0.75426 0.81252  C134 1.090
144 H 6.32458 2.61970 2.14050  C136 1.090
145 H 5.67223 2.03792 3.66482  C136 1.090
146 H 4.71297 1.92334 2.16620  C136 1.090
147 H 5.43878 -0.45371 -1.56688  N137 1.010
148 H 4.20337 -1.45004 -1.17187  N137 1.010
149 C 1.73863 -6.61350 4.94096  C150 1.513, H155 1.090, H156 1.090, H157 1.090
150 C 2.14465 -5.26829 5.50067  C149 1.513, C151 1.571, N154 1.457, H158 1.090
151 C 1.08188 -4.16354 5.15652  C150 1.571, O152 1.423, H159 1.090, H160 1.090
152 O 1.21096 -3.85944 3.77264  C151 1.423, C153 1.412
153 C 0.38130 -2.81887 3.30089  O152 1.412, H161 1.090, H162 1.090, H163 1.090
154 N 2.15542 -5.42391 6.94948  C150 1.457, H164 1.010, H165 1.010
155 H 1.11628 -7.31767 5.49316  C149 1.090
156 H 2.65731 -7.19575 4.86966  C149 1.090
157 H 1.37765 -6.44671 3.92607  C149 1.090
158 H 3.13200 -4.92999 5.18638  C150 1.090
159 H 1.32565 -3.26920 5.72997  C151 1.090
160 H 0.05202 -4.37940 5.44097  C151 1.090
161 H 0.43692 -1.97558 3.98926  C153 1.090
162 H -0.63423 -3.18789 3.15719  C153 1.090
163 H 0.79493 -2.56471 2.32498  C153 1.090
164 H 2.53944 -4.59146 7.37337  N154 1.010
165 H 2.85514 -6.12025 7.16301  N154 1.010
166 C -3.38243 2.52686 2.33692  C167 1.550, H172 1.090, H173 1.090, H174 1.090
167 C -2.87745 3.66251 3.26330  C166 1.550, C168 1.529, N171 1.429, H175 1.090
168 C -3.90286 4.73018 3.64629  C167 1.529, O169 1.415, H176 1.090, H177 1.090
169 O -4.37588 5.52800 2.57732  C168 1.415, C170 1.385
170 C -3.47523 6.51633 2.21555  O169 1.385, H178 1.090, H179 1.090, H180 1.090
171 N -2.20016 3.09351 4.38511  C167 1.429, H181 1.010, H182 1.010
172 H -4.01146 1.80512 2.85798  C166 1.090
173 H -2.49792 1.93380 2.10452  C166 1.090
174 H -3.83604 2.88726 1.41363  C166 1.090
175 H -2.11928 4.15017 2.65055  C167 1.090
176 H -3.44461 5.33469 4.42902  C168 1.090
177 H -4.70082 4.22786 4.19313  C168 1.090
178 H -3.86085 7.00449 1.32051  C170 1.090
179 H -2.46530 6.18218 1.97790  C170 1.090
180 H -3.41486 7.22488 3.04164  C170 1.090
181 H -2.88237 2.73231 5.03645  N171 1.010
182 H -1.73229 3.82443 4.90177  N171 1.010

Output
Energy relative to the best compared isomer or geometry (same formula, charge and spin) in kJ/mol: 77.6
Maximum force in eV Å⁻¹: 3.056
Structure (SMILES): COC[C@H](C)N.COC[C@H](C)N.COC[C@H](C)N.COC[C@H](C)N.COCCNCCOC.COCCNCCOC.COCCNCCOC.COCCNCCOC.CO.CO.CO
Molar mass in g/mol: 985.4
Orbital gap in eV: 8.64